[1]
{"formula": "C3H12N2O3", "method": "wB97M-V/def2-TZVPD", "elements": ["O", "C", "C", "N", "C", "N", "H", "H", "H", "H", "H", "H", "H", "H", "H", "H", "O", "H", "H", "O"], "positions_angstrom": [[-0.983, -0.091, 3.493], [-0.491, -0.658, 2.550], [-0.904, -0.428, 1.126], [-0.272, -1.405, 0.202], [-0.775, -1.299, -1.183], [-0.938, 0.076, -1.572], [0.350, -1.319, 2.705], [-0.605, 0.604, 0.957], [-1.976, -0.381, 0.960], [0.725, -1.309, 0.325], [-0.217, -1.945, -1.896], [-1.882, -1.836, -1.223], [-1.823, 0.625, -1.470], [-0.647, 0.194, -2.550], [2.856, 1.865, 0.780], [1.451, 1.517, 0.267], [1.962, 1.718, 1.123], [1.678, 2.058, -1.821], [0.810, 0.792, -1.426], [1.682, 1.223, -1.347]], "forces_ev_per_a": [[-0.105, -0.136, -0.307], [-0.728, 0.501, 0.458], [0.358, -0.339, -0.792], [-0.929, 0.249, 0.097], [-3.326, -1.936, 1.451], [0.500, 1.695, -2.174], [0.632, -0.612, -0.034], [0.341, 0.338, -0.279], [-0.302, -0.469, 0.372], [0.291, -0.033, -0.612], [0.138, 0.980, 0.551], [2.550, 1.126, 0.453], [0.993, -1.452, 0.247], [-0.413, -0.018, 0.411], [-0.308, -0.115, 0.162], [1.450, 0.515, 1.700], [-0.835, -0.223, -0.799], [-0.283, -0.036, -0.122], [-0.290, 0.360, -0.197], [0.264, -0.394, -0.586]], "mulliken_charge": [-0.482, -0.088, -0.266, -0.396, -0.560, -0.555, 0.311, 0.158, 0.419, 0.317, 0.349, 0.261, 0.197, 0.298, 0.284, 0.468, -0.689, 0.316, 0.424, -0.767], "e_lumo_ev": 0.4, "homo_lumo_gap_ev": 9.81, "homo_ev": -9.39, "spin_multiplicity": 1, "total_charge": 0}



[2]
{"formula": "C5H10O2", "method": "wB97M-V/def2-TZVPD", "elements": ["C", "O", "C", "C", "C", "C", "O", "H", "H", "H", "H", "H", "H", "H", "H", "H", "H"], "positions_angstrom": [[1.988, -0.124, 0.816], [0.663, -0.482, 0.477], [0.435, -0.396, -0.923], [-0.959, -0.836, -1.253], [-1.790, -1.439, -0.412], [-0.717, 2.347, 0.406], [-0.981, 1.505, 1.365], [2.703, -0.835, 0.380], [2.067, -0.162, 1.905], [2.224, 0.890, 0.465], [0.578, 0.646, -1.244], [1.169, -1.031, -1.447], [-1.273, -0.611, -2.271], [-2.796, -1.715, -0.716], [-1.497, -1.675, 0.607], [-1.357, 3.232, 0.666], [-0.456, 0.686, 1.180]], "forces_ev_per_a": [[0.237, 0.024, 0.077], [-0.117, 0.032, 0.025], [-0.023, -0.042, -0.153], [-0.067, -0.067, 0.054], [0.054, 0.036, -0.063], [-0.294, 0.064, 0.410], [0.175, 0.097, -0.340], [-0.096, 0.105, 0.050], [0.004, 0.016, -0.146], [-0.044, -0.129, 0.049], [-0.007, -0.142, 0.004], [-0.104, 0.079, 0.051], [0.035, -0.050, 0.142], [0.163, 0.044, 0.013], [-0.029, 0.059, -0.142], [0.173, -0.154, -0.078], [-0.058, 0.027, 0.049]], "mulliken_charge": [-0.780, -0.425, -0.392, -0.239, -0.726, -0.345, -0.373, 0.302, 0.270, 0.338, 0.374, 0.444, 0.297, 0.258, 0.242, 0.168, 0.586], "e_lumo_ev": 1.0, "homo_lumo_gap_ev": 9.39, "homo_ev": -8.38, "spin_multiplicity": 1, "total_charge": 0}



[3]
{"formula": "C5H8O2", "method": "wB97M-V/def2-TZVPD", "elements": ["C", "C", "C", "C", "C", "O", "O", "H", "H", "H", "H", "H", "H", "H", "H"], "positions_angstrom": [[-1.229, 2.174, -0.019], [-0.568, -0.254, 0.009], [1.682, -1.102, 0.213], [0.410, -1.287, -0.188], [-0.302, 1.032, -0.289], [-1.748, -0.623, 0.610], [2.707, -1.974, -0.040], [-1.655, -1.529, 0.945], [2.395, -2.662, -0.652], [2.010, -0.323, 0.892], [0.105, -2.170, -0.741], [0.573, 1.279, -0.884], [-0.649, 3.078, 0.194], [-1.855, 2.374, -0.894], [-1.877, 1.988, 0.842]], "forces_ev_per_a": [[-0.016, 0.097, 0.255], [0.161, 1.399, 0.299], [-0.315, -1.162, 0.007], [1.272, -0.178, -0.078], [-0.579, -0.297, -0.110], [-0.103, -0.235, -0.009], [-0.365, 0.019, -0.230], [-0.011, 0.449, -0.125], [0.148, 0.307, 0.273], [-0.186, 0.166, -0.328], [0.174, -0.174, -0.021], [-0.029, -0.390, 0.225], [-0.122, -0.041, -0.073], [-0.041, 0.085, 0.099], [0.014, -0.045, -0.184]], "mulliken_charge": [-1.167, 0.656, 0.011, -0.748, -0.345, -0.533, -0.490, 0.336, 0.308, 0.414, 0.290, 0.372, 0.330, 0.277, 0.289], "e_lumo_ev": 0.7, "homo_lumo_gap_ev": 8.91, "homo_ev": -8.18, "spin_multiplicity": 1, "total_charge": 0}